Entry from the OMol25 dataset: a 2-piece molecular cluster, C5H14NO overall at a distorted geometry (wB97M-V/def2-TZVPD).

```
21
C5H14NO | the OMol25 dataset | wB97M-V/def2-TZVPD
C 1.2598 -2.1116 0.7621
C -1.7455 -0.4575 0.9555
C 0.1459 1.0076 1.4125
C -1.0026 1.0034 -0.7704
C 1.0790 -1.2675 -0.4860
N -0.6062 0.2316 0.3648
O 1.9296 -0.4314 -1.0042
H 1.1093 -3.1536 0.4042
H 0.5110 -1.8320 1.5205
H 2.2080 -1.9735 1.2298
H -2.5163 0.3296 1.1144
H -2.1412 -1.0516 0.2390
H -1.4884 -1.1698 1.7128
H 0.5503 0.2226 2.1289
H 0.9382 1.5587 0.8920
H -0.5220 1.7393 1.8979
H -1.4900 0.4661 -1.6170
H -1.8174 1.7904 -0.6483
H -0.1449 1.6183 -1.2618
H 0.3925 -1.7016 -1.1756
H 2.7436 -0.5299 -0.5393
```

Values from the calculation:
charge: +1
HOMO-LUMO gap: 9.0083 eV
relative energy (zero: lowest compared OMol25 entry of this formula, charge and spin): 75.0 kcal per mole
E_LUMO: -4.67 eV
HOMO energy: -0.5028 Ha

Here are the Mulliken charges for atoms 1 to 5, given in e:
1 C -0.99
2 C -1.18
3 C -0.91
4 C -0.99
5 C 0.45

---

Entry from the OMol25 dataset: a 2-piece molecular cluster, C5H14NO overall at a distorted geometry (wB97M-V/def2-TZVPD).

```
21
C5H14NO | the OMol25 dataset | wB97M-V/def2-TZVPD
C 1.1917 -1.3003 1.5846
C 0.2556 -0.9620 0.4391
C 1.2025 -0.5869 -0.7799
C 0.6607 0.6246 -1.5470
C 1.3235 1.6770 -1.8898
N -0.5850 0.2265 1.0209
H 2.1532 -0.6789 1.8198
H 0.7729 -1.2944 2.5631
H 1.4787 -2.3379 1.4871
H -0.4211 -1.7924 0.2423
H 1.2003 -1.4118 -1.5543
H 2.2053 -0.4476 -0.4833
H -0.3982 0.5827 -1.8084
H 0.8568 2.5414 -2.4194
H 2.4697 1.7146 -1.7570
H -1.5724 0.3171 0.5434
H -0.0513 1.1006 0.9284
H -0.8552 0.0365 1.9548
H -3.4711 -0.3622 -0.0453
H -3.5427 1.0638 0.2595
O -3.0667 0.3335 0.5351
```

Values from the calculation:
charge: +1
HOMO-LUMO gap: 10.4942 eV
relative energy (zero: lowest compared OMol25 entry of this formula, charge and spin): 45.3 kcal per mole
E_LUMO: -3.17 eV
HOMO energy: -0.5020 Ha

Here are the Mulliken charges for atoms 1 to 5, given in e:
1 C -1.58
2 C 0.35
3 C -0.73
4 C -0.22
5 C -0.66

---

Number 2 is which compound?
C5H14NO